*one*
Below is 2 unconnected molecules or ions with the total composition C7H12O2, with properties calculated with the ωB97M-V functional and the def2-TZVPD basis.

Last column: Löwdin charge in e.
Cartesian coordinates (Å):
C1 -2.194 1.414 0.708  -0.2110
C2 -2.004 -0.130 -1.401  0.0012
C3 -1.424 0.620 -0.307  -0.3472
C4 0.782 0.812 1.511  -0.0530
C5 1.277 0.326 -1.000  -0.0276
C6 0.245 -1.459 0.496  -0.0646
C7 0.556 0.002 0.279  -0.3367
O1 -2.260 2.605 0.868  0.0794
O2 -1.246 1.124 -1.485  -0.0284
H1 -2.795 0.720 1.266  0.1125
H2 -1.318 -0.885 -1.714  0.0854
H3 -3.029 -0.168 -1.779  0.1283
H4 1.896 0.872 1.702  0.1121
H5 0.445 0.223 2.272  0.0471
H6 0.501 1.809 1.479  0.0633
H7 1.241 -0.579 -1.632  0.1013
H8 0.565 0.942 -1.534  0.0698
H9 2.156 0.870 -0.836  0.0717
H10 1.052 -2.109 0.582  0.0670
H11 -0.389 -1.767 -0.321  0.0606
H12 -0.328 -1.635 1.357  0.0688

Results
Spin multiplicity = 1
HOMO-LUMO gap = 8.99 eV
HOMO level = -8.33 eV
LUMO level = 0.65 eV

=====

*two*
Below is 2 unconnected molecules or ions with the total composition C7H12O2, with properties calculated with the ωB97M-V functional and the def2-TZVPD basis.

Last column: Löwdin charge in e.
Cartesian coordinates (Å):
C1 -1.820 -1.688 0.102  -0.3042
C2 1.913 0.616 -1.408  -0.3068
C3 -0.525 -2.357 0.243  -0.1229
C4 -1.971 -0.183 -0.047  -0.1394
C5 2.417 1.683 -0.489  -0.0535
C6 -0.731 0.558 0.344  -0.2016
C7 -0.493 1.034 1.555  0.0199
O1 -1.388 -2.189 1.341  -0.0292
O2 0.897 0.581 -2.091  0.0070
H1 -0.131 0.961 -0.517  0.0695
H2 -2.631 -2.258 -0.351  0.1386
H3 2.720 -0.080 -1.717  0.1182
H4 -0.408 -3.374 -0.114  0.1097
H5 0.377 -1.759 0.247  0.0998
H6 -2.213 0.026 -1.093  0.1188
H7 -2.822 0.133 0.569  0.1199
H8 1.637 2.409 -0.271  0.0777
H9 2.683 1.200 0.453  0.0867
H10 3.316 2.143 -0.895  0.0879
H11 -1.200 0.905 2.361  0.0633
H12 0.372 1.640 1.778  0.0406

Results
Structure (SMILES) = C=CC[C@H]1CO1.CC=O
Spin multiplicity = 1
HOMO-LUMO gap = 10.32 eV
HOMO level = -9.55 eV
LUMO level = 0.77 eV

=====

*three*
Below is a molecular structure, C7H12O2, with properties calculated with the ωB97M-V functional and the def2-TZVPD basis.

Last column: Löwdin charge in e.
Cartesian coordinates (Å):
C1 1.735 -0.020 -0.308  -0.3617
C2 -0.065 0.710 -0.812  -0.0840
C3 -0.861 -0.451 -0.505  -0.2146
C4 -2.232 -0.402 0.016  -0.3480
C5 2.426 -1.310 -0.582  -0.0140
C6 1.857 0.616 1.036  -0.0384
C7 -2.965 0.884 0.301  -0.0415
O1 1.205 0.599 -1.385  -0.0225
O2 -1.219 -0.797 0.935  -0.0494
H1 -0.416 1.724 -0.689  0.1206
H2 -0.569 -1.350 -1.045  0.1483
H3 -2.894 -1.216 -0.288  0.1365
H4 3.389 -1.349 -0.068  0.0850
H5 1.836 -2.161 -0.224  0.0931
H6 1.236 0.112 1.783  0.0889
H7 1.533 1.657 0.996  0.0924
H8 2.903 0.572 1.366  0.0821
H9 2.573 -1.439 -1.656  0.0905
H10 -3.452 1.257 -0.603  0.0831
H11 -3.734 0.714 1.057  0.0788
H12 -2.287 1.650 0.676  0.0749

Results
Spin multiplicity = 1
HOMO-LUMO gap (spin up / spin down) = 7.63 / 8.23 eV
HOMO level (spin up / spin down) = -7.16 / -7.43 eV
LUMO level (spin up / spin down) = 0.47 / 0.80 eV

=====

*four*
Below is a single C7H12O2 molecule, with properties calculated with the ωB97M-V functional and the def2-TZVPD basis.

Last column: Löwdin charge in e.
Cartesian coordinates (Å):
C1 -0.302 0.622 -2.312  0.0008
C2 -0.175 0.265 -0.865  -0.6010
C3 1.042 -0.693 -0.608  -0.1154
C4 1.496 -0.822 0.857  -0.1155
C5 0.186 -0.267 1.562  -0.2355
C6 0.077 1.177 1.286  -0.1956
C7 -1.069 -0.991 0.853  -0.1291
H1 0.007 1.589 -2.909  0.1232
H2 -1.375 0.338 -2.569  0.1016
H3 0.314 -0.164 -2.960  0.1118
H4 0.905 -1.617 -1.264  0.1410
H5 1.947 -0.192 -1.114  0.1327
H6 2.436 -0.193 0.963  0.1285
H7 1.742 -1.742 1.265  0.0791
H8 0.289 -0.461 2.605  0.1287
H9 1.087 1.616 1.624  0.1460
H10 -0.737 1.782 1.779  0.1481
H11 -0.852 -2.027 0.698  0.1171
H12 -1.928 -0.747 1.482  0.1284
O1 -0.124 1.336 -0.066  -0.0193
O2 -1.297 -0.576 -0.464  -0.0756

Results
Structure (SMILES) = C[C@]12CC[C@H](CO1)CO2
Spin multiplicity = 1
HOMO-LUMO gap = 10.32 eV
HOMO level = -9.37 eV
LUMO level = 0.94 eV

=====

Q: What are the energies relative to the best structure? A: *one* 244.0; *two* 70.6; *three* 224.7; *four* 0.0, in kJ/mol.

=====

*one*
Below is a single C2H2FNO molecule, with properties calculated with the ωB97M-V functional and the def2-TZVPD basis.

Last column: Löwdin charge in e.
Cartesian coordinates (Å):
C1 0.922 0.446 -0.401  -0.5729
C2 -0.963 -0.493 0.394  0.0380
N1 0.164 -0.653 -0.149  0.1041
O1 1.175 1.272 0.400  0.1651
F1 1.645 0.417 -1.565  0.0847
H1 -1.483 -1.399 0.868  0.1156
H2 -1.461 0.409 0.452  0.0655

Results
Structure (SMILES) = C=NC(=O)F
Spin multiplicity = 1
HOMO-LUMO gap = 10.91 eV
HOMO level = -11.07 eV
LUMO level = -0.16 eV

=====

*two*
Below is 2 unconnected molecules or ions with the total composition C2H2FNO, with properties calculated with the ωB97M-V functional and the def2-TZVPD basis.

Last column: Löwdin charge in e.
Cartesian coordinates (Å):
C1 1.294 -0.215 -0.211  -0.2117
C2 -0.036 0.180 0.202  -0.4267
N1 2.335 -0.461 -0.549  0.1782
O1 -0.861 -0.337 1.059  0.1124
F1 -0.388 1.499 0.083  0.0407
H1 -0.541 -0.397 -1.594  0.1731
H2 -1.804 -0.270 1.011  0.1340

Results
Spin multiplicity = 1
HOMO-LUMO gap (spin up / spin down) = 8.82 / 8.53 eV
HOMO level (spin up / spin down) = -9.70 / -9.42 eV
LUMO level (spin up / spin down) = -0.88 / -0.89 eV

=====

Q: What are the energies relative to the best structure? A: *one* 0.0; *two* 381.9, in kJ/mol.

=====

*one*
Below is 3 unconnected molecules or ions with the total composition C2H2FNO, with properties calculated with the ωB97M-V functional and the def2-TZVPD basis.

Last column: Löwdin charge in e.
Cartesian coordinates (Å):
C1 1.698 -0.651 -0.340  -0.1004
C2 -1.382 1.221 0.247  0.1366
N1 1.626 0.444 -0.086  0.0403
O1 -1.913 0.341 -0.186  0.1376
F1 -1.188 -1.226 -0.093  -0.4118
H1 1.808 -1.786 -0.379  0.1045
H2 -0.649 1.657 0.836  0.0933

Results
Spin multiplicity = 1
HOMO-LUMO gap (spin up / spin down) = 9.12 / 9.07 eV
HOMO level (spin up / spin down) = -9.61 / -9.57 eV
LUMO level (spin up / spin down) = -0.49 / -0.49 eV

=====

*two*
Below is 3 unconnected molecules or ions with the total composition C2H2FNO, with properties calculated with the ωB97M-V functional and the def2-TZVPD basis.

Last column: Löwdin charge in e.
Cartesian coordinates (Å):
C1 0.746 -0.607 -0.062  -0.0777
C2 -2.160 1.308 0.114  0.1784
N1 0.738 0.517 -0.021  0.0424
O1 -2.763 0.332 0.250  0.1366
F1 -2.023 -1.244 -0.257  -0.4569
H1 0.299 -1.584 -0.027  0.0578
H2 -1.362 2.014 -0.083  0.1194

Results
Spin multiplicity = 1
HOMO-LUMO gap (spin up / spin down) = 8.73 / 8.69 eV
HOMO level (spin up / spin down) = -9.64 / -9.60 eV
LUMO level (spin up / spin down) = -0.91 / -0.91 eV

=====

Q: What are the energies relative to the best structure? A: *one* 16.6; *two* 0.0, in kJ/mol.

=====

*one*
Below is a single CH4IO2PS molecule, with properties calculated with the ωB97M-V functional and the def2-TZVPD basis.

Last column: Löwdin charge in e.
Cartesian coordinates (Å):
C1 -1.324 -0.913 -0.168  -0.3695
O1 0.646 0.833 -1.651  -0.4995
O2 -0.772 -0.148 0.727  -0.3855
P1 1.665 2.434 0.631  0.5132
S1 0.868 0.769 -0.232  0.0788
I1 2.116 -1.283 0.223  0.5979
H1 -2.255 -1.419 0.353  0.1446
H2 -0.558 -1.574 -0.627  0.0143
H3 -1.759 -0.332 -1.036  0.0858
H4 1.373 1.634 1.780  -0.1800

Results
Structure (SMILES) = CO[S@@](=O)(=P)I
Spin multiplicity = 1
HOMO-LUMO gap (spin up / spin down) = 6.68 / 6.68 eV
HOMO level (spin up / spin down) = -8.83 / -8.83 eV
LUMO level (spin up / spin down) = -2.15 / -2.15 eV

=====

*two*
Below is a molecular structure, CH4IO2PS, with properties calculated with the ωB97M-V functional and the def2-TZVPD basis.

Last column: Löwdin charge in e.
Cartesian coordinates (Å):
C1 1.637 0.904 0.434  -0.3913
O1 1.617 1.208 -0.869  0.0291
O2 0.860 0.288 1.117  -0.0582
P1 -1.821 0.074 -0.332  0.2553
S1 -0.992 -0.239 -2.077  0.1098
I1 -1.508 -2.516 1.471  0.4566
H1 2.555 1.364 0.791  0.1355
H2 0.789 0.941 -1.342  -0.0330
H3 -0.129 -1.522 1.251  -0.2448
H4 -3.008 -0.501 -0.443  -0.2590

Results
Spin multiplicity = 1
HOMO-LUMO gap = 7.64 eV
HOMO level = -9.04 eV
LUMO level = -1.40 eV

=====

Q: What are the energies relative to the best structure? A: *one* 344.6; *two* 0.0, in kJ/mol.

=====

*one*
Below is 2 unconnected molecules or ions with the total composition C2H10N3O, with properties calculated with the ωB97M-V functional and the def2-TZVPD basis.

Last column: Löwdin charge in e.
Cartesian coordinates (Å):
C1 0.456 2.564 0.604  -0.0099
N1 0.256 1.346 -0.222  0.0511
C2 0.586 0.068 -0.113  -0.3750
N2 -0.086 -0.827 -0.939  0.1956
N3 1.376 -0.353 0.871  0.2639
H1 -0.329 3.320 0.325  0.1251
H2 0.621 2.427 1.650  0.0801
H3 1.386 2.931 0.229  0.0826
H4 -0.724 1.234 -0.375  0.1411
H5 0.448 -1.363 -1.486  0.0707
H6 -1.022 -1.006 -0.910  0.0553
H7 1.563 -1.318 0.658  0.1394
H8 1.964 0.223 1.418  0.1258
H9 -2.559 -3.371 0.021  0.0394
H10 -2.045 -3.008 -1.327  0.0416
O1 -1.892 -2.868 -0.404  -0.0267

Results
Net charge = +1
Spin multiplicity = 1
HOMO-LUMO gap = 11.54 eV
HOMO level = -14.90 eV
LUMO level = -3.36 eV

=====

*two*
Below is 2 unconnected molecules or ions with the total composition C2H10N3O, with properties calculated with the ωB97M-V functional and the def2-TZVPD basis.

Last column: Löwdin charge in e.
Cartesian coordinates (Å):
C1 -2.290 0.071 -0.902  -0.0251
N1 -1.498 0.652 0.259  0.0153
C2 -0.311 0.121 0.559  -0.4115
N2 0.139 0.486 1.834  0.1630
N3 0.336 -0.626 -0.341  0.1990
H1 -2.177 -0.985 -0.671  0.0846
H2 -1.979 0.558 -1.889  0.1183
H3 -3.398 0.380 -0.701  0.1277
H4 -2.079 0.919 1.048  0.1489
H5 0.995 0.116 2.265  0.1257
H6 -0.091 1.412 2.241  0.1396
H7 1.392 -0.471 -0.418  0.1091
H8 0.023 -0.734 -1.298  0.1185
H9 3.799 -0.615 0.101  0.0742
H10 3.877 -0.831 -1.383  0.0887
O1 3.261 -0.453 -0.705  -0.0763

Results
Net charge = +1
Spin multiplicity = 1
HOMO-LUMO gap = 11.79 eV
HOMO level = -14.78 eV
LUMO level = -2.99 eV

=====

*three*
Below is 2 unconnected molecules or ions with the total composition C2H10N3O, with properties calculated with the ωB97M-V functional and the def2-TZVPD basis.

Last column: Löwdin charge in e.
Cartesian coordinates (Å):
C1 2.047 1.705 0.966  -0.0439
N1 0.666 1.524 0.563  0.0400
C2 -0.029 0.389 0.411  -0.4415
N2 -1.245 0.461 -0.100  0.2065
N3 0.455 -0.766 0.862  0.2256
H1 2.466 2.529 0.369  0.1042
H2 2.671 0.814 0.779  0.1018
H3 2.151 1.989 2.002  0.0914
H4 0.089 2.347 0.681  0.1632
H5 -1.623 1.053 -0.829  0.1435
H6 -1.882 -0.333 -0.231  0.1408
H7 0.176 -1.657 0.487  0.1323
H8 1.157 -0.763 1.583  0.1299
H9 -1.712 -3.431 -2.732  0.0627
H10 -0.832 -2.316 -2.147  0.0158
O1 -1.738 -2.637 -2.162  -0.0724

Results
Net charge = +1
Spin multiplicity = 1
HOMO-LUMO gap = 11.81 eV
HOMO level = -14.93 eV
LUMO level = -3.12 eV

=====

Q: What are the energies relative to the best structure? A: *one* 121.5; *two* 20.1; *three* 0.0, in kJ/mol.

=====

*one*
Below is a single C5H9NOSe molecule, with properties calculated with the ωB97M-V functional and the def2-TZVPD basis.

Last column: Löwdin charge in e.
Cartesian coordinates (Å):
C1 -1.017 -1.133 -0.022  -0.5936
C2 1.369 1.110 0.239  -0.2606
C3 0.123 1.021 -0.708  -0.2106
C4 2.245 -0.123 -0.051  -0.6471
C5 -1.078 0.328 -0.140  -0.1592
N1 -1.986 -1.747 0.667  0.1424
O1 -0.330 -1.736 -0.834  0.0365
Se1 4.004 -0.062 0.098  0.7040
H1 1.809 2.076 -0.053  0.0907
H2 0.986 1.237 1.370  0.1620
H3 -0.173 2.047 -0.810  0.1007
H4 0.293 0.649 -1.696  0.1135
H5 -1.255 0.775 0.835  0.1192
H6 1.624 -0.962 -0.074  -0.0019
H7 -1.972 0.380 -0.686  0.1185
H8 -2.610 -1.040 1.095  0.1173
H9 -2.031 -2.821 0.771  0.1683

Results
Structure (SMILES) = NC(=O)CCCC=[Se]
Spin multiplicity = 1
HOMO-LUMO gap = 7.80 eV
HOMO level = -8.13 eV
LUMO level = -0.33 eV

=====

*two*
Below is a molecular structure, C5H9NOSe, with properties calculated with the ωB97M-V functional and the def2-TZVPD basis.

Last column: Löwdin charge in e.
Cartesian coordinates (Å):
C1 0.136 1.772 0.471  -0.2228
C2 -2.098 -0.607 0.673  -0.1080
C3 2.724 1.164 -0.813  -0.3424
C4 -0.588 -0.726 0.975  -0.3017
C5 0.299 -0.157 -0.102  -0.7228
N1 -0.017 2.886 0.631  0.0531
O1 0.132 -0.239 -1.403  0.0219
Se1 2.176 -0.296 0.446  0.9721
H1 -2.364 0.465 1.027  0.1004
H2 -2.811 -1.308 1.206  0.0947
H3 -2.394 -0.451 -0.391  0.0718
H4 3.783 1.471 -0.620  0.0397
H5 2.922 0.644 -1.811  0.0513
H6 2.023 1.890 -0.647  -0.0609
H7 -0.418 -0.381 1.907  0.0637
H8 -0.567 -1.888 1.018  0.1506
H9 -0.736 -0.713 -1.507  0.1395

Results
Spin multiplicity = 1
HOMO-LUMO gap = 9.18 eV
HOMO level = -8.82 eV
LUMO level = 0.36 eV

=====

Q: What are the energies relative to the best structure? A: *one* 0.0; *two* 198.8, in kJ/mol.